The following is a DFT calculation (the ωB97M-V functional and the def2-TZVPD basis) of a structure of composition C21H12MgN5O2S2.

Cartesian coordinates (Å):
Mg  -0.1542  0.2593  0.3632
O  0.2969  1.1513  4.6876
C  1.6214  0.9029  4.8348
C  2.2392  1.0426  6.0763
C  3.5986  0.8299  6.2200
C  4.3686  0.4847  5.1180
C  3.7532  0.3588  3.8836
C  2.3834  0.5540  3.7147
C  1.7868  0.3776  2.3548
O  0.5850  0.0348  2.2198
N  2.6442  0.6390  1.3498
N  1.9463  0.5792  0.1900
C  2.5164  0.7219  -0.9392
C  1.6300  0.6932  -2.1231
C  2.0981  0.8977  -3.4113
C  1.1882  0.8764  -4.4573
C  -0.1512  0.6539  -4.1878
C  -0.5348  0.4540  -2.8679
N  0.3334  0.4706  -1.8654
H  -0.0672  1.4115  5.5388
H  1.6363  1.3251  6.9333
H  4.0557  0.9395  7.1958
H  5.4328  0.3180  5.2186
H  4.3279  0.1009  3.0052
H  3.5890  0.8716  -1.0354
H  3.1522  1.0734  -3.5828
H  1.5246  1.0346  -5.4744
H  -0.8909  0.6326  -4.9755
H  -1.5674  0.2705  -2.5941
S  -1.7384  -1.5560  0.0541
C  -3.1192  -0.5954  -0.4557
C  -4.2131  -1.2886  -0.9932
C  -5.3698  -0.6613  -1.4240
C  -6.4462  -1.4472  -1.9729
N  -7.2996  -2.0858  -2.4061
C  -5.4620  0.7328  -1.3233
C  -4.3935  1.4374  -0.7948
C  -3.2143  0.8229  -0.3517
S  -1.9680  1.8793  0.3027
C  -6.6367  1.4431  -1.7624
N  -7.5664  2.0191  -2.1197
H  -4.1430  -2.3655  -1.0717
H  -4.4658  2.5143  -0.7177

Properties
- Energy above the lowest of the compared OMol25 structures with the same formula, charge and spin: 0.0 kJ/mol
- Net charge: -1
- Kohn-Sham gap: 6.170 eV
- E: -2228.415473 hartree

The following is a DFT calculation (the ωB97M-V functional and the def2-TZVPD basis) of a structure of composition C21H13F10N6OSc at a distorted geometry.

Cartesian coordinates (Å):
Sc  -0.0028  0.6469  -0.3019
C  -1.0310  -0.2095  2.9178
N  0.0937  0.4315  2.2343
C  0.2433  1.8076  2.7364
C  -0.4626  2.8048  1.8086
N  0.0718  2.5905  0.4759
C  0.2314  3.6114  -0.3750
C  -0.2047  4.9606  -0.2870
F  -0.9114  5.3982  0.7815
C  0.0219  5.8737  -1.3031
F  -0.4485  7.1186  -1.1747
C  0.7111  5.5284  -2.4639
F  0.9117  6.4306  -3.4341
C  1.1667  4.2194  -2.5984
F  1.8347  3.8298  -3.6868
C  0.9229  3.3297  -1.5797
F  1.3144  2.0054  -1.7311
C  1.3110  -0.3592  2.4804
C  2.4073  -0.0567  1.4520
N  1.8221  -0.2346  0.1328
C  2.6020  -0.3496  -0.9466
C  1.9507  -0.6052  -2.1817
F  0.5532  -0.5849  -2.1118
C  2.5796  -0.7249  -3.4000
F  1.8697  -0.9128  -4.5137
C  3.9715  -0.6402  -3.4501
F  4.6199  -0.7690  -4.6157
C  4.6695  -0.3821  -2.2698
F  5.9987  -0.2433  -2.3085
C  4.0142  -0.2414  -1.0588
F  4.7577  0.0834  0.0240
H  -0.8352  -0.2981  3.9952
H  -1.1877  -1.2050  2.5064
H  -1.9362  0.3792  2.7735
H  1.3060  2.0637  2.7412
H  -0.1480  1.8988  3.7591
H  -0.2553  3.8124  2.1774
H  -1.5557  2.6569  1.8189
H  1.0529  -1.4159  2.3604
H  1.6786  -0.1978  3.5055
H  3.2327  -0.7581  1.6314
H  2.8056  0.9631  1.5667
N  -3.5489  -1.5279  0.6173
C  -2.7703  -0.6170  -0.0049
O  -1.5043  -0.7198  0.0458
C  -3.4073  0.4619  -0.6914
C  -2.4586  1.2056  -1.3486
N  -1.4266  1.5711  -1.7483
C  -4.7606  0.7666  -0.5447
N  -5.8711  1.0046  -0.3691
H  -4.5478  -1.4979  0.5086
H  -3.1313  -2.3381  1.0397

Properties
- Energy above the lowest of the compared OMol25 structures with the same formula, charge and spin: 21.0 kJ/mol
- Kohn-Sham gap: 7.905 eV
- E: -2971.272714 hartree

The following is a DFT calculation (the ωB97M-V functional and the def2-TZVPD basis) of a structure of composition C21H13N6S3Tl at a distorted geometry.

Cartesian coordinates (Å):
Tl  -0.3970  0.4109  0.4529
S  -2.6350  -1.7473  0.3411
C  -1.5741  -2.8356  -0.4845
C  -2.0850  -3.5687  -1.5645
C  -1.3209  -4.4761  -2.2910
C  -1.8940  -5.1417  -3.4073
N  -2.3911  -5.6670  -4.3065
C  0.0176  -4.7012  -1.9088
C  0.5364  -3.9874  -0.8310
C  -0.2059  -3.0402  -0.1160
S  0.5789  -2.1981  1.1887
C  0.8139  -5.6604  -2.5907
N  1.4527  -6.4657  -3.1147
H  -3.1172  -3.4097  -1.8434
H  1.5642  -4.1533  -0.5354
S  2.4344  1.0956  0.0272
C  2.6724  0.3201  -1.4964
N  3.8578  0.3882  -2.0437
N  4.0396  -0.2813  -3.2401
C  3.8768  -1.6240  -3.4852
C  4.3185  -2.1441  -4.7116
C  4.2021  -3.4947  -4.9888
C  3.6592  -4.3641  -4.0533
C  3.2285  -3.8548  -2.8337
C  3.3255  -2.5064  -2.5459
N  1.6966  -0.2945  -2.2671
N  0.5008  -0.2326  -1.9398
C  -0.3645  -0.6592  -2.9654
C  0.0660  -1.3988  -4.0748
C  -0.8368  -1.7760  -5.0482
C  -2.1765  -1.4190  -4.9439
C  -2.6034  -0.6772  -3.8524
C  -1.7082  -0.3025  -2.8671
H  4.7214  0.1830  -3.8122
H  4.7553  -1.4704  -5.4426
H  4.5470  -3.8712  -5.9454
H  3.5589  -5.4181  -4.2756
H  2.8151  -4.5309  -2.0961
H  2.9892  -2.1230  -1.5909
H  1.1061  -1.6867  -4.1416
H  -0.4992  -2.3653  -5.8917
H  -2.8848  -1.7305  -5.7013
H  -3.6436  -0.3910  -3.7585
H  -2.0386  0.2628  -2.0062

Properties
- Net charge: -2
- Kohn-Sham gap: 5.147 eV
- E: -2503.666424 hartree

The following is a DFT calculation (the ωB97M-V functional and the def2-TZVPD basis) of a structure of composition C21H13N7PdS3.

Cartesian coordinates (Å):
Pd  -2.2158  -0.8690  1.6670
S  -1.2345  -1.1498  3.9583
C  -0.8351  -2.7318  3.4346
S  -1.4257  -3.1434  1.8605
C  -0.0866  -3.6325  4.2036
C  0.2599  -4.9266  3.7317
N  0.5714  -5.9862  3.3890
C  0.3915  -3.2990  5.4992
N  0.8154  -3.0580  6.5475
N  -6.7516  -4.0129  -5.4724
C  -6.3492  -3.4026  -4.5796
C  -5.8680  -2.6432  -3.4707
C  -6.7672  -2.0061  -2.6086
C  -6.3197  -1.2581  -1.5462
C  -4.9351  -1.1088  -1.2966
C  -4.0312  -1.7716  -2.1608
C  -4.4946  -2.5109  -3.2211
N  -4.4777  -0.3452  -0.2828
C  -5.2236  0.3191  0.7052
C  -4.3486  1.0247  1.4483
N  -3.0430  0.9239  0.9869
C  -3.0883  -0.0432  -0.0075
H  -7.8311  -2.1026  -2.7872
H  -7.0364  -0.7681  -0.9037
H  -2.9678  -1.6841  -1.9917
H  -3.7852  -3.0039  -3.8740
H  -6.2805  0.1722  0.8317
H  -4.5783  1.6207  2.3190
H  -2.4759  0.0772  -0.8969
N  -0.0058  -1.9246  -0.7663
C  0.1948  -1.4308  -1.9821
N  -0.6611  -0.7215  -2.6577
C  -0.1531  -0.3842  -3.8913
C  -0.8251  0.3645  -4.8566
C  -0.2043  0.6311  -6.0655
C  1.0819  0.1645  -6.3349
C  1.7658  -0.5839  -5.3865
C  1.1434  -0.8503  -4.1785
S  1.7346  -1.7550  -2.8119
H  -0.8314  -1.6987  -0.2035
H  0.6845  -2.4749  -0.2868
H  -1.8244  0.7200  -4.6412
H  -0.7288  1.2108  -6.8154
H  1.5499  0.3828  -7.2865
H  2.7638  -0.9528  -5.5889

Properties
- Energy above the lowest of the compared OMol25 structures with the same formula, charge and spin: 0.0 kJ/mol
- Net charge: -2
- Kohn-Sham gap: 4.902 eV
- E: -2513.906475 hartree

The following is a DFT calculation (the ωB97M-V functional and the def2-TZVPD basis) of the molecule C21H14 at a distorted geometry.

Cartesian coordinates (Å):
C  0.0276  0.8852  -2.8610
C  0.0421  1.3064  -1.7227
C  0.0596  1.7895  -0.3691
C  -1.0736  2.6516  -0.1644
C  -2.0202  3.3893  0.0196
C  1.2499  2.5719  -0.1667
C  2.2456  3.2418  0.0141
C  0.0182  0.5531  0.6483
C  0.0358  1.0412  2.1008
C  -1.2113  -0.3355  0.4054
C  -2.5600  -0.0535  0.5054
C  -3.4777  -1.0536  0.2359
C  -3.0562  -2.3255  -0.1180
C  -1.7121  -2.6208  -0.2044
C  -0.7892  -1.6186  0.0552
C  0.6763  -1.6685  0.0546
C  1.5292  -2.7306  -0.2053
C  2.8903  -2.5273  -0.1192
C  3.3971  -1.2869  0.2349
C  2.5492  -0.2268  0.5045
C  1.1847  -0.4167  0.4046
H  0.0144  0.4960  -3.8535
H  -2.8555  4.0279  0.1985
H  3.1247  3.8202  0.1897
H  0.0073  0.1923  2.7831
H  0.9382  1.6154  2.3093
H  -0.8252  1.6756  2.3105
H  -2.8801  0.9310  0.7967
H  -4.5314  -0.8405  0.3024
H  -3.7853  -3.0896  -0.3316
H  -1.3724  -3.6081  -0.4631
H  1.1232  -3.6927  -0.4642
H  3.5658  -3.3390  -0.3330
H  4.4627  -1.1458  0.3014
H  2.9355  0.7335  0.7962

Properties
- Kohn-Sham gap: 9.097 eV
- E: -808.440623 hartree
- Structure (SMILES): C#CC(C#C)(C#C)C1(C)c2ccccc2-c2ccccc21

The following is a DFT calculation (the ωB97M-V functional and the def2-TZVPD basis) of a structure of composition C21H14AuN3O2.

Cartesian coordinates (Å):
Au  0.1893  -0.3714  0.3409
O  -1.3756  -0.9415  1.3807
C  -2.5019  -1.2825  0.7499
C  -3.6492  -1.2781  1.5590
C  -4.8678  -1.7061  1.0854
C  -5.0065  -2.1530  -0.2298
C  -3.9038  -2.1355  -1.0476
C  -2.6452  -1.6935  -0.6015
C  -1.5899  -1.7007  -1.5944
N  -0.4045  -1.2873  -1.3652
N  0.5983  -1.3807  -2.3210
C  1.6431  -0.7068  -1.9412
O  1.7065  0.0614  -0.8684
C  2.8759  -0.7740  -2.7564
C  2.8445  -1.2975  -4.0471
C  4.0136  -1.3880  -4.7820
C  5.2175  -0.9645  -4.2327
C  5.2509  -0.4495  -2.9452
C  4.0812  -0.3473  -2.2079
H  -3.5279  -0.9416  2.5796
H  -5.7266  -1.6927  1.7444
H  -5.9604  -2.5025  -0.5983
H  -3.9893  -2.4710  -2.0747
H  -1.8140  -2.0701  -2.5927
H  1.9020  -1.6290  -4.4597
H  3.9895  -1.7966  -5.7837
H  6.1287  -1.0287  -4.8133
H  6.1897  -0.1307  -2.5121
H  4.0899  0.0566  -1.2053
N  3.0667  2.7330  6.3793
C  2.6094  2.2608  5.4368
C  2.0378  1.6662  4.2577
C  2.2375  0.3130  3.9988
C  1.6915  -0.2568  2.8598
C  0.9492  0.5199  1.9759
C  0.7480  1.8689  2.2407
C  1.2899  2.4443  3.3793
H  2.8156  -0.2856  4.6900
H  1.8489  -1.3114  2.6723
H  0.1695  2.4834  1.5632
H  1.1347  3.4938  3.5907

Properties
- Kohn-Sham gap: 7.921 eV
- E: -1259.028521 hartree

The following is a DFT calculation (the ωB97M-V functional and the def2-TZVPD basis) of a structure of composition C21H14BrClN2O7Os at a distorted geometry.

Cartesian coordinates (Å):
Os  1.0260  1.5324  -0.8856
O  1.4245  1.9956  3.2489
C  1.8138  0.7618  3.6180
C  2.0555  0.5491  4.9754
C  2.4671  -0.6875  5.4327
C  2.6511  -1.7414  4.5467
C  2.4040  -1.5403  3.2005
C  1.9765  -0.3075  2.7231
C  1.6346  -0.1608  1.2572
O  2.0941  1.0293  0.6998
N  0.1607  -0.2041  1.1236
N  -0.2379  0.2072  -0.1170
C  -1.4701  0.0443  -0.4893
C  -1.9880  0.5183  -1.7186
Br  -0.7732  1.6159  -2.7781
C  -3.2411  0.3707  -2.2122
C  -4.2366  -0.5669  -1.7417
C  -5.5924  -0.2351  -1.8902
C  -6.5814  -1.0527  -1.3817
C  -6.2507  -2.2440  -0.7492
C  -4.9196  -2.6322  -0.6729
C  -3.9251  -1.8107  -1.1659
H  1.4714  2.0829  2.2854
H  1.9175  1.3850  5.6490
H  2.6556  -0.8303  6.4889
H  2.9870  -2.7059  4.9026
H  2.5429  -2.3574  2.5005
H  2.0700  -1.0136  0.7078
H  -0.2775  -1.0571  1.4475
H  -2.1511  -0.4324  0.2044
H  -3.5379  1.0511  -3.0019
H  -5.8518  0.6902  -2.3907
H  -7.6209  -0.7666  -1.4738
H  -7.0257  -2.8827  -0.3477
H  -4.6603  -3.5915  -0.2442
H  -2.8999  -2.1541  -1.1817
O  5.9784  1.3153  -4.5819
C  5.0480  1.3557  -3.8359
C  4.1687  0.1540  -3.4263
O  4.3595  -0.9872  -3.7593
C  3.1253  0.7295  -2.5728
C  3.3006  2.1165  -2.4109
O  2.4435  2.7714  -1.7272
C  4.4782  2.6035  -3.1538
O  4.9197  3.7176  -3.2405
O  2.0939  0.1682  -2.0311
Cl  -0.0269  3.1966  0.1698

Properties
- Kohn-Sham gap (alpha / beta): 5.716 / 5.546 eV
- E: -4569.638546 hartree

The following is a DFT calculation (the ωB97M-V functional and the def2-TZVPD basis) of a structure of composition C21H14Co2NO7 at a distorted geometry.

Cartesian coordinates (Å):
O  -0.9533  -4.7382  1.1315
C  -0.8839  -3.6027  1.3332
Co  -0.5103  -1.8567  1.5138
C  -1.0706  -1.2385  -0.0524
O  -1.4255  -0.9079  -1.1021
C  -1.8565  -1.4259  2.6332
O  -2.8228  -1.3030  3.2542
C  1.1031  -1.3976  2.2515
C  1.2112  -2.0647  1.0534
C  1.9945  -2.7055  0.1686
C  2.0875  -2.3225  -1.2246
C  2.1634  -3.3266  -2.2246
C  2.2874  -2.9665  -3.5629
C  2.3733  -1.6107  -3.9270
C  2.3066  -0.6158  -2.9440
C  2.1385  -0.9649  -1.6065
Co  1.2070  0.6018  2.1616
C  0.1627  1.1136  3.4583
O  -0.5743  1.4268  4.2984
C  0.7544  1.5577  0.7545
O  0.4609  2.1880  -0.1768
C  2.8907  0.8809  2.5438
O  4.0236  1.0150  2.7714
H  1.5211  -1.7568  3.2080
H  2.4960  -3.6189  0.4787
H  2.1481  -4.3765  -1.9080
H  2.3478  -3.7520  -4.3243
H  2.5108  -1.3401  -4.9755
H  2.3961  0.4343  -3.2215
H  2.1068  -0.2020  -0.8234
C  8.9840  -5.1789  0.7156
O  8.5856  -3.7980  0.8703
C  7.2575  -3.5003  0.8418
C  6.8921  -2.1415  1.0102
C  5.5411  -1.8153  0.9697
N  4.5887  -2.7379  0.7718
C  4.9275  -4.0212  0.6204
C  6.2484  -4.4676  0.6545
H  10.0690  -5.1431  0.7477
H  8.6087  -5.7917  1.5426
H  8.6558  -5.5831  -0.2484
H  7.6491  -1.3788  1.1586
H  5.2115  -0.7793  1.1061
H  4.1215  -4.7407  0.4612
H  6.4519  -5.5302  0.5239

Properties
- Energy above the lowest of the compared OMol25 structures with the same formula, charge and spin: 132.4 kJ/mol
- Net charge: -1
- Kohn-Sham gap: 5.397 eV
- E: -4155.493096 hartree